Entry 1:
{"formula": "C28H34N3O13", "method": "ωB97M-V with the def2-TZVPD basis set", "lumo_energy_ev": -0.421, "spin_multiplicity": 1, "total_charge": -1, "gap_ev": 1.202, "e_homo_ha": -0.060, "elements": ["C", "C", "C", "C", "N", "N", "C", "C", "C", "C", "N", "C", "C", "O", "H", "H", "H", "H", "H", "H", "H", "H", "H", "H", "H", "H", "H", "H", "H", "H", "H", "H", "H", "H", "H", "H", "C", "C", "C", "O", "C", "C", "C", "O", "O", "O", "H", "H", "H", "H", "C", "C", "C", "O", "C", "C", "C", "O", "O", "O", "H", "H", "H", "H", "C", "C", "C", "O", "C", "C", "C", "O", "O", "O", "H", "H", "H", "H"], "xyz": [[0.6833, 2.3956, 0.1989], [0.5456, 3.8795, -0.5091], [-0.8934, 4.1353, -1.2652], [-1.1673, 3.1026, -2.5089], [-2.5896, 2.5174, -2.4266], [-2.5946, 1.7232, -1.2849], [-3.7097, 0.6913, -1.3705], [-4.8247, 1.0929, -0.2274], [-6.3838, 0.8179, -0.6863], [-7.1191, 2.1684, -1.3402], [-7.1562, 3.3127, -0.3517], [-8.5390, 3.9000, -0.1778], [-9.5300, 4.4483, -1.3627], [-8.9944, 3.9849, 1.1019], [0.5245, 1.4948, -0.5608], [0.0142, 2.2618, 1.1510], [1.8127, 2.3056, 0.5573], [0.6781, 4.6704, 0.3487], [1.4686, 4.0087, -1.2380], [-1.7737, 4.1077, -0.4713], [-0.8384, 5.2317, -1.7183], [-0.3432, 2.2675, -2.4857], [-1.0701, 3.6792, -3.5473], [-3.2156, 3.3600, -2.3236], [-4.1270, 0.6343, -2.4631], [-3.2190, -0.3446, -1.0567], [-4.6051, 0.3903, 0.7116], [-4.7364, 2.1951, 0.1571], [-6.9631, 0.4357, 0.2849], [-6.3613, -0.0917, -1.4238], [-8.1610, 1.8462, -1.7673], [-6.4324, 2.5019, -2.2519], [-6.4237, 4.0341, -0.5308], [-9.5753, 3.7720, -2.3238], [-10.6332, 4.4289, -0.9069], [-9.3503, 5.5891, -1.6553], [0.8750, -1.7128, -0.2456], [2.1856, -1.7021, 0.0054], [2.8736, -2.8929, 0.5766], [4.0824, -2.8598, 0.7787], [2.0583, -4.0783, 0.8843], [0.7471, -4.0875, 0.6365], [0.0645, -2.9068, 0.0398], [-1.1387, -2.9518, -0.1936], [-0.0257, -5.1972, 0.9257], [2.9535, -0.5826, -0.2578], [0.3625, -0.8551, -0.6627], [2.5677, -4.9304, 1.3157], [-0.9386, -4.9572, 0.6547], [3.8673, -0.8249, 0.0076], [4.3550, 3.9752, 1.2677], [3.9050, 5.2298, 1.2036], [3.9979, 6.1458, 2.3740], [3.5930, 7.2991, 2.2791], [4.5777, 5.6171, 3.6186], [5.0246, 4.3614, 3.6835], [4.9567, 3.4545, 2.5049], [5.3924, 2.3112, 2.5897], [5.5682, 3.8572, 4.8508], [3.3358, 5.7254, 0.0449], [4.2958, 3.2993, 0.4239], [4.6229, 6.2879, 4.4669], [5.8178, 2.9304, 4.6432], [3.0917, 6.6541, 0.2507], [5.8978, -8.7792, -0.3442], [5.2258, -7.6267, -0.3721], [3.7442, -7.5913, -0.2258], [3.1562, -6.5156, -0.2364], [3.0356, -8.8721, -0.0769], [3.7075, -10.0247, -0.0526], [5.1911, -10.0577, -0.1711], [5.7823, -11.1313, -0.1269], [3.0476, -11.2322, 0.0843], [5.8829, -6.4213, -0.5371], [6.9749, -8.8193, -0.4471], [1.9574, -8.8333, 0.0104], [3.7517, -11.9168, 0.0750], [5.1794, -5.7364, -0.5218]], "forces_ev_per_a": [[1.046, -0.069, -0.162], [-0.177, -0.496, 0.433], [0.753, 0.674, -0.053], [-0.311, 0.714, -0.151], [2.010, 1.075, -0.848], [-1.270, -2.197, 0.540], [1.291, 1.163, 0.807], [-0.836, -0.981, 0.360], [0.137, -0.162, 1.004], [1.668, -1.265, -1.176], [-2.543, 0.426, -0.903], [-1.318, 0.523, 6.057], [-1.251, -0.129, 0.361], [2.565, -0.285, -7.992], [0.026, 2.130, 1.683], [1.052, 0.288, -2.060], [-2.228, 0.131, -0.607], [-0.225, -1.361, -1.634], [-2.005, -0.207, 1.301], [1.857, -0.240, -1.755], [-0.173, -2.091, 1.007], [-1.950, 1.332, -0.060], [-0.189, -1.022, 2.125], [0.488, -0.320, -0.095], [0.403, 0.041, 1.871], [-1.300, 1.752, -0.653], [-0.546, 1.599, -1.893], [0.131, -2.048, -0.948], [0.868, 1.078, -2.157], [-0.290, 1.882, 1.057], [1.789, 0.914, 1.005], [-1.517, -0.848, 1.684], [-1.072, -0.828, 0.148], [0.520, 1.409, 1.912], [2.550, -0.008, -0.846], [0.086, -2.620, 0.679], [-0.369, -0.210, -0.032], [0.538, 1.395, -0.378], [0.144, -0.504, 0.271], [-0.275, 0.170, -0.189], [0.406, 0.335, 0.157], [-0.540, -1.439, 0.459], [-0.652, 0.638, -0.374], [0.675, -0.369, 0.264], [0.274, 1.606, -0.575], [-0.152, -1.680, 0.533], [-0.061, -0.016, 0.016], [-0.094, 0.157, -0.059], [0.391, -0.002, 0.077], [-0.428, 0.093, -0.086], [0.252, -0.346, 0.268], [-0.734, 0.279, -1.783], [-0.123, 0.728, 0.529], [0.193, -0.726, -0.189], [-0.142, 0.285, -0.209], [0.568, -0.162, 1.679], [-0.023, -0.805, -0.745], [-0.144, 0.763, 0.302], [-0.519, -0.059, -1.782], [0.796, 0.090, 1.936], [-0.030, 0.032, 0.059], [-0.006, -0.035, -0.050], [-0.129, 0.375, 0.039], [0.056, -0.411, -0.086], [-0.024, -0.541, 0.048], [1.293, 1.482, -0.253], [-0.945, 0.299, 0.058], [0.726, -0.729, -0.176], [0.009, 0.391, -0.019], [-1.212, -1.201, 0.179], [0.937, -0.167, -0.075], [-0.604, 0.409, 0.001], [1.505, 1.066, -0.191], [-1.583, -1.324, 0.252], [-0.074, 0.000, 0.016], [0.053, 0.022, 0.005], [-0.275, 0.318, 0.008], [0.279, -0.157, 0.049]], "lowdin_charge": [-0.145, -0.274, -0.231, -0.250, -0.242, -0.218, -0.304, -0.225, -0.215, -0.225, -0.031, -0.303, -0.065, -0.073, 0.057, 0.080, 0.052, 0.090, 0.102, 0.104, 0.091, 0.095, 0.100, 0.062, 0.086, 0.084, 0.099, 0.087, 0.104, 0.097, 0.110, 0.125, 0.123, 0.075, 0.091, 0.094, 0.086, -0.212, -0.314, 0.079, 0.049, -0.211, -0.308, 0.099, 0.068, 0.064, 0.127, 0.114, 0.112, 0.110, 0.072, -0.209, -0.309, 0.098, 0.072, -0.211, -0.308, 0.099, 0.072, 0.067, 0.136, 0.134, 0.114, 0.118, 0.072, -0.204, -0.290, 0.099, 0.082, -0.213, -0.314, 0.092, 0.073, 0.084, 0.135, 0.139, 0.114, 0.115]}

Entry 2:
{"formula": "C28H34N4O2PS2", "method": "ωB97M-V with the def2-TZVPD basis set", "lumo_energy_ev": -3.634, "spin_multiplicity": 1, "total_charge": 1, "gap_ev": 7.690, "e_homo_ha": -0.416, "elements": ["C", "C", "C", "C", "C", "C", "O", "C", "C", "C", "C", "C", "C", "C", "N", "C", "N", "C", "C", "C", "S", "C", "S", "N", "C", "C", "N", "C", "C", "P", "O", "H", "H", "H", "H", "H", "H", "H", "H", "H", "H", "H", "H", "H", "H", "H", "H", "H", "H", "H", "H", "H", "H", "H", "H", "H", "H", "H", "H", "C", "C", "C", "C", "C", "C", "H", "H", "H", "H", "H", "H"], "xyz": [[1.8807, -3.5705, 1.8462], [1.5276, -3.1590, 0.7789], [0.9509, -2.7881, -0.5088], [0.0944, -1.4853, -0.4839], [-0.3108, -0.9311, 0.8951], [-1.4129, -1.6739, 1.6695], [-1.2188, -2.7871, 2.0836], [-2.6911, -0.9608, 2.0121], [-2.9089, -0.7150, 3.3619], [-4.0636, -0.0891, 3.8042], [-5.0226, 0.2958, 2.8785], [-4.8104, 0.0493, 1.5319], [-3.6579, -0.5726, 1.0890], [1.0293, -0.3900, -1.0755], [0.1582, 0.5623, -1.8821], [-0.8556, -0.3200, -2.5656], [-0.2041, -1.0191, -3.6853], [-2.1548, 0.3980, -2.9790], [-2.0570, 1.9324, -2.9777], [-2.4125, 2.4881, -1.5765], [-1.3970, 3.9313, -1.2139], [-1.1177, 3.8242, 0.5079], [-1.5857, 2.6125, 1.4817], [-0.3905, 4.9249, 1.0007], [-0.8461, 6.2150, 1.1688], [0.2324, 6.9010, 1.6483], [1.3176, 6.0826, 1.7618], [0.9316, 4.9005, 1.3748], [-1.1310, -1.3797, -1.4671], [-1.9848, -2.8843, -2.0543], [-3.0726, -3.2698, -1.1346], [2.1243, -3.9384, 2.8145], [0.3841, -3.6266, -0.9067], [1.7934, -2.6656, -1.1936], [0.5817, -0.9011, 1.5234], [-0.6440, 0.1042, 0.7615], [-2.1668, -1.0196, 4.0901], [-4.2102, 0.0769, 4.8623], [-5.9378, 0.7631, 3.2153], [-5.5782, 0.3489, 0.8290], [-3.5473, -0.7910, 0.0359], [1.7654, -0.7447, -1.7943], [1.5821, 0.2015, -0.3455], [0.7354, 0.9820, -2.6100], [-0.2146, 1.2616, -1.2347], [-0.7869, -0.9863, -4.5118], [0.7010, -0.6396, -3.9456], [-2.4631, 0.0731, -3.9713], [-2.9613, 0.1214, -2.2989], [-1.0516, 2.2748, -3.2302], [-2.7425, 2.3589, -3.7059], [-2.1681, 1.7397, -0.8177], [-3.4747, 2.6991, -1.4740], [-1.8500, 6.5350, 0.9554], [0.2382, 7.9461, 1.9084], [1.5425, 4.0149, 1.3318], [-1.8985, -0.9072, -0.8529], [-1.0378, -3.8929, -2.2897], [-2.4795, -2.5278, -3.3269], [4.7120, -1.5723, 1.0050], [5.2558, -1.5575, -0.2717], [6.4815, -2.1631, -0.5133], [7.1591, -2.7883, 0.5233], [6.6137, -2.8044, 1.8002], [5.3916, -2.1939, 2.0423], [3.7564, -1.0993, 1.1939], [4.7260, -1.0717, -1.0836], [6.9089, -2.1469, -1.5075], [8.1133, -3.2629, 0.3365], [7.1431, -3.2930, 2.6076], [4.9689, -2.2035, 3.0388]], "forces_ev_per_a": [[-0.039, 0.143, -0.088], [-0.320, -0.353, 0.252], [0.047, -0.055, 0.247], [0.870, 0.929, -0.968], [-0.276, -0.103, -0.001], [-0.074, -0.386, -0.051], [0.064, 0.038, -0.112], [0.087, 0.175, 0.051], [0.108, -0.020, 0.343], [-0.014, -0.006, -0.215], [0.100, -0.057, 0.269], [-0.381, 0.208, -0.128], [0.249, 0.049, 0.051], [0.282, 0.435, -0.332], [0.701, -0.701, 0.082], [-0.667, -1.655, 0.076], [0.296, 0.732, 0.095], [0.036, 0.683, -0.119], [-0.309, 0.229, 0.496], [0.441, -0.426, -0.161], [0.010, 0.440, -0.019], [-0.283, -0.524, 0.416], [0.167, 0.032, -0.062], [-0.155, -0.409, -0.498], [0.408, 0.427, 0.014], [-0.626, 0.081, -0.153], [0.401, -0.274, 0.009], [-0.038, 0.617, 0.270], [0.062, 0.569, 0.573], [-0.905, -0.247, 0.245], [0.141, 0.048, 0.158], [0.146, 0.015, -0.030], [-0.070, -0.100, 0.256], [-0.163, 0.024, -0.207], [-0.072, -0.127, 0.141], [0.007, 0.006, -0.041], [0.025, -0.073, -0.066], [-0.028, 0.038, 0.003], [-0.010, 0.044, -0.064], [0.054, -0.097, -0.089], [-0.080, -0.093, -0.013], [-0.109, -0.375, 0.069], [-0.145, -0.063, 0.154], [-0.099, 0.619, 0.294], [-0.329, 0.182, -0.375], [0.055, 0.021, -0.035], [0.015, -0.145, -0.034], [0.139, -0.202, -0.003], [-0.022, -0.113, -0.059], [-0.043, -0.017, -0.330], [0.109, -0.041, -0.148], [-0.146, 0.086, 0.178], [-0.005, 0.105, 0.011], [-0.065, -0.186, -0.044], [0.206, -0.020, 0.080], [-0.094, -0.106, 0.001], [-0.200, -0.336, 0.025], [0.150, 0.247, -0.264], [0.391, 0.037, -0.113], [0.023, 0.065, -0.078], [-0.022, -0.013, 0.036], [-0.006, -0.015, -0.031], [-0.005, 0.005, -0.001], [-0.004, 0.000, -0.003], [-0.008, -0.006, 0.015], [-0.011, -0.013, 0.040], [0.028, 0.029, -0.014], [0.000, -0.007, 0.001], [0.001, 0.003, 0.001], [0.003, 0.007, 0.000], [0.001, 0.000, -0.002]], "lowdin_charge": [0.151, -0.134, -0.120, -0.334, -0.057, -0.319, 0.150, -0.167, -0.023, -0.057, -0.070, -0.075, -0.048, -0.039, 0.150, -0.456, 0.120, -0.106, -0.227, -0.487, 0.978, -1.059, 0.805, -0.194, -0.065, -0.131, 0.075, -0.168, -0.279, 0.756, -0.388, 0.052, 0.092, 0.117, 0.135, 0.065, 0.125, 0.112, 0.110, 0.109, 0.084, 0.125, 0.148, 0.179, 0.138, 0.092, 0.096, 0.123, 0.121, 0.086, 0.122, 0.003, 0.102, 0.122, 0.106, 0.125, 0.075, 0.029, 0.029, -0.120, -0.110, -0.093, -0.085, -0.082, -0.094, 0.081, 0.085, 0.102, 0.106, 0.106, 0.103]}

Entry 3:
{"formula": "C28H34N4O7", "method": "ωB97M-V with the def2-TZVPD basis set", "lumo_energy_ev": 0.604, "de_lowest_kcal_mol": 2.7, "spin_multiplicity": 1, "gap_ev": 8.638, "smiles": "CCc1cccc(NC(=O)Cn2c(=O)n(CCC(=O)NC[C@@H]3CCCO3)c(=O)c3cc(OC)c(OC)cc32)c1", "e_homo_ha": -0.295, "elements": ["C", "H", "H", "H", "C", "C", "C", "C", "C", "C", "C", "H", "H", "H", "N", "C", "O", "C", "N", "C", "O", "N", "C", "O", "C", "C", "C", "C", "C", "C", "H", "O", "C", "H", "H", "H", "O", "C", "H", "H", "H", "H", "C", "C", "C", "O", "N", "H", "C", "H", "H", "C", "H", "C", "H", "C", "H", "C", "H", "O", "H", "H", "H", "H", "H", "H", "H", "H", "H", "H", "H", "H", "H"], "xyz": [[-5.5506, -0.8822, -0.7075], [-6.3921, -1.2445, -1.2943], [-5.7869, -1.0095, 0.3460], [-4.6853, -1.4962, -0.9455], [-5.2959, 0.5862, -1.0251], [-4.2164, 1.2445, -0.2040], [-3.3030, 0.5213, 0.5427], [-2.2980, 1.1607, 1.2666], [-2.2166, 2.5473, 1.2592], [-3.1334, 3.2722, 0.5169], [-4.1181, 2.6342, -0.2117], [-4.8238, 3.2144, -0.7889], [-3.0739, 4.3505, 0.5101], [-1.4566, 3.0508, 1.8314], [-1.3915, 0.3393, 1.9551], [-0.4421, 0.7159, 2.8339], [-0.2360, 1.8517, 3.2159], [0.4221, -0.4507, 3.3411], [1.1221, -1.1212, 2.2610], [0.8298, -2.4521, 2.0646], [0.1239, -3.0763, 2.8269], [1.3696, -3.0402, 0.9370], [2.2751, -2.4521, 0.0603], [2.6619, -3.0535, -0.9234], [2.6706, -1.1056, 0.4246], [2.0577, -0.4478, 1.4919], [2.4054, 0.8793, 1.7553], [3.3247, 1.5422, 0.9631], [3.9536, 0.8659, -0.1183], [3.6189, -0.4434, -0.3644], [4.0421, -1.0057, -1.1795], [4.8459, 1.6016, -0.8336], [5.5044, 0.9706, -1.9056], [6.1574, 1.7287, -2.3346], [4.7953, 0.6258, -2.6646], [6.1062, 0.1233, -1.5623], [3.6843, 2.8316, 1.1316], [3.0977, 3.5691, 2.1819], [3.4941, 4.5782, 2.0843], [2.0073, 3.5949, 2.1015], [3.3771, 3.1632, 3.1587], [1.9448, 1.4045, 2.5714], [0.8587, -4.3629, 0.6021], [-0.6465, -4.3091, 0.2883], [-1.0797, -2.9181, -0.1435], [-1.8154, -2.2324, 0.5475], [-0.6378, -2.5025, -1.3456], [0.1324, -2.9750, -1.7940], [-1.0156, -1.2069, -1.8648], [-2.0101, -0.9814, -1.4731], [-1.0465, -1.2665, -2.9544], [-0.0549, -0.0820, -1.4438], [0.1214, -0.1670, -0.3630], [-0.5886, 1.3154, -1.8036], [-0.3516, 2.0187, -1.0057], [0.1936, 1.6642, -3.0680], [-0.2897, 1.2389, -3.9482], [1.5171, 0.9555, -2.7960], [2.1570, 1.5746, -2.1507], [1.1792, -0.2444, -2.1275], [2.0685, 0.6881, -3.6993], [0.3166, 2.7344, -3.2108], [-1.6657, 1.3166, -1.9511], [-1.2165, -4.5426, 1.1877], [-0.8906, -5.0306, -0.4917], [1.4389, -4.6954, -0.2606], [1.0379, -5.0338, 1.4448], [1.1315, -0.0638, 4.0784], [-0.2114, -1.2047, 3.8177], [-1.5044, -0.6507, 1.7456], [-3.3480, -0.5541, 0.5796], [-5.0281, 0.6830, -2.0833], [-6.2234, 1.1473, -0.8823]], "forces_ev_per_a": [[-0.028, 0.222, -0.120], [-0.042, -0.081, -0.019], [-0.009, -0.090, 0.113], [0.085, -0.120, 0.024], [-0.040, -0.176, 0.007], [0.028, 0.147, -0.011], [-0.087, 0.006, 0.009], [-0.111, 0.366, -0.102], [0.188, 0.063, 0.148], [-0.102, -0.060, -0.118], [0.017, 0.042, -0.018], [-0.095, 0.059, -0.059], [0.014, 0.096, 0.011], [0.028, -0.010, 0.022], [-0.244, -0.326, -0.131], [0.352, -0.316, 0.228], [-0.029, 0.219, 0.128], [-0.057, 0.112, 0.213], [-0.237, -0.093, 0.191], [0.210, 0.176, 0.204], [-0.173, -0.282, 0.041], [0.022, -0.257, 0.011], [0.034, 0.097, 0.024], [0.092, 0.052, -0.131], [-0.006, 0.387, 0.281], [0.591, -0.180, -0.684], [0.012, 0.214, 0.103], [0.108, -0.070, -0.191], [0.017, -0.052, 0.052], [0.023, 0.247, 0.134], [0.065, -0.001, -0.134], [-0.201, 0.144, 0.273], [0.085, -0.080, -0.135], [-0.030, -0.091, -0.012], [0.017, -0.010, 0.013], [-0.031, 0.004, -0.012], [0.109, -0.409, -0.294], [-0.151, 0.168, 0.235], [-0.043, -0.066, 0.040], [0.029, -0.037, -0.006], [-0.022, -0.012, -0.041], [-0.076, 0.103, 0.105], [0.023, -0.280, -0.048], [-0.065, 0.029, 0.284], [0.143, -0.636, -0.356], [-0.315, 0.255, 0.310], [0.142, 0.048, -0.253], [-0.034, -0.148, 0.055], [0.163, 0.463, 0.213], [0.064, -0.004, -0.114], [-0.048, 0.060, 0.013], [-0.595, -0.129, 0.130], [-0.039, -0.006, -0.088], [0.196, -0.105, -0.026], [-0.056, 0.022, 0.024], [0.159, -0.184, 0.090], [0.013, 0.018, -0.069], [0.063, 0.314, -0.166], [0.014, -0.017, -0.067], [-0.042, -0.290, -0.095], [0.019, 0.062, 0.044], [-0.014, 0.066, -0.057], [-0.105, 0.043, 0.071], [0.013, 0.045, -0.166], [-0.005, -0.011, -0.011], [-0.097, 0.045, 0.231], [-0.023, 0.046, -0.144], [-0.143, 0.041, -0.111], [0.153, 0.167, -0.055], [0.175, 0.045, 0.052], [-0.034, -0.141, -0.023], [-0.076, 0.044, 0.016], [0.041, 0.029, -0.076]], "lowdin_charge": [-0.104, 0.071, 0.081, 0.063, -0.208, -0.233, 0.008, -0.205, -0.025, -0.075, -0.058, 0.109, 0.103, 0.097, 0.165, -0.443, 0.054, -0.022, 0.059, -0.439, 0.098, 0.073, -0.376, 0.079, -0.077, -0.130, 0.075, -0.176, -0.204, 0.058, 0.124, -0.066, -0.073, 0.096, 0.091, 0.100, -0.043, -0.056, 0.097, 0.096, 0.104, 0.087, -0.099, -0.058, -0.475, 0.039, 0.109, 0.147, -0.091, 0.112, 0.138, -0.295, 0.133, -0.112, 0.116, -0.139, 0.113, -0.188, 0.119, -0.104, 0.124, 0.114, 0.112, 0.118, 0.122, 0.120, 0.134, 0.142, 0.135, 0.116, 0.089, 0.116, 0.113]}